A molecular structure, C42H29AsBrCl2F9IrO4Si. Source: the OMol25 dataset; level of theory: the ωB97M-V functional and the def2-TZVPD basis.

Geometry as XYZ:
```
90
C42H29AsBrCl2F9IrO4Si | the OMol25 dataset | the ωB97M-V functional and the def2-TZVPD basis
C 4.965 0.256 1.973
F -2.694 2.672 -1.615
C 4.241 2.640 -0.677
C -5.006 -3.308 -0.615
H -3.566 1.340 2.670
C -3.903 -0.346 1.386
Si 2.602 0.463 0.347
C 5.002 0.126 4.373
C -5.655 0.922 2.408
C -6.598 0.105 1.804
C -1.432 -1.805 2.396
C 3.575 0.324 1.995
C -1.916 -0.048 -3.968
C -4.849 -1.198 0.798
H 3.092 0.187 5.344
C 4.582 3.977 -0.856
F -0.710 0.483 -4.152
C 2.903 0.318 3.212
H 1.824 0.398 3.239
Ir -0.728 1.168 -0.240
C -4.284 -2.290 -0.006
H -0.037 -3.903 5.310
F -2.577 0.047 -5.134
C 0.419 -2.494 3.766
C 4.196 -0.828 -3.273
C -2.706 0.602 -2.788
C 3.116 2.311 0.072
C 3.498 -0.127 -2.302
F -4.847 0.454 -3.978
H 5.432 -2.528 -3.689
H 2.593 3.506 -2.613
H 5.499 0.285 1.031
Cl 1.827 2.362 -4.513
F -1.733 -1.351 -3.718
H -1.156 -3.183 -0.993
O -0.044 3.315 -1.322
F -1.657 2.680 -3.506
H -7.651 0.304 1.947
H 5.558 0.060 5.299
C 2.343 3.310 0.649
C 5.677 0.153 3.160
Cl 0.962 4.939 -3.471
F -4.877 0.612 -1.825
H -6.948 -1.615 0.581
F -4.246 -1.218 -2.780
C -0.081 -1.744 2.712
C -2.965 -4.243 -1.486
As -2.104 -0.817 0.845
H -3.338 -2.676 2.868
C 3.806 4.974 -0.284
Br -1.336 2.550 1.622
C -2.891 -2.276 -0.133
C -2.285 -2.626 3.124
O 0.769 1.395 -1.970
C 4.876 -1.989 -2.933
H 1.472 -2.435 4.011
H -4.911 -5.075 -1.817
C -4.300 0.696 2.205
C -2.711 2.176 -2.866
C 3.619 0.203 4.398
C 4.152 -1.739 -0.654
H 4.088 6.012 -0.406
C 2.679 4.646 0.454
H 1.477 3.062 1.248
C -1.779 -3.381 4.169
C -0.430 -3.312 4.494
H -2.440 -4.023 4.736
C -6.201 -0.964 1.016
C 4.845 -2.448 -1.625
H 4.846 1.870 -1.137
F -3.797 2.676 -3.463
H 0.572 -1.111 2.124
C 1.610 3.357 -3.062
O -2.207 0.182 -1.598
C 0.693 2.646 -2.054
H 4.140 -2.101 0.368
C -4.345 -4.282 -1.348
O 1.046 0.309 0.626
H 4.203 -0.463 -4.292
H 5.365 -3.360 -1.360
H 2.956 0.763 -2.584
H -5.973 1.744 3.034
H -2.456 -5.003 -2.063
H 6.758 0.108 3.139
H 2.059 5.419 0.890
C -2.231 -3.236 -0.877
C 3.477 -0.560 -0.976
H -6.082 -3.347 -0.515
C -4.190 0.116 -2.866
H 5.459 4.230 -1.440
```

LUMO (spin up / spin down), eV: -2.856 / -2.848
HOMO level (spin up / spin down), eV: -8.563 / -8.564
Gap between HOMO and LUMO (spin up / spin down), eV: 5.7 / 5.7
Multiplicity: 2

=====

2 unconnected molecules or ions with the total composition C2H5NO. Source: the OMol25 dataset; level of theory: the ωB97M-V functional and the def2-TZVPD basis.

Geometry as XYZ:
```
9
C2H5NO | the OMol25 dataset | the ωB97M-V functional and the def2-TZVPD basis
H -1.909 0.280 -0.898
H -1.925 0.124 0.878
H 2.313 -1.006 0.086
C -1.475 -0.252 -0.046
H 2.883 -0.622 -0.195
O 1.270 1.901 0.225
C 0.582 0.959 0.108
H -1.697 -1.314 -0.142
N -0.041 -0.070 -0.017
```

LUMO, eV: 0.748
SMILES string: CN=C=O.[H][H]
Energy relative to the best compared isomer or geometry (same formula, charge and spin), kJ/mol: 161.83
HOMO level, eV: -10.416
Gap between HOMO and LUMO, eV: 11.2

=====

A single C24H28N2O6S2 molecule. Source: the OMol25 dataset; level of theory: the ωB97M-V functional and the def2-TZVPD basis.

Geometry as XYZ:
```
62
C24H28N2O6S2 | the OMol25 dataset | the ωB97M-V functional and the def2-TZVPD basis
C 1.995 0.542 1.780
H -6.449 1.628 1.281
H 0.779 2.338 2.292
C 3.352 0.424 1.689
H 4.038 -1.216 -1.988
O -4.508 1.392 0.620
H -0.820 -2.444 2.124
C -0.320 -2.724 -1.206
C -0.958 -2.533 0.005
N 3.930 -1.301 0.044
H 0.131 4.144 -0.326
H 1.601 -3.059 -2.138
H 0.990 4.883 -1.675
O -3.295 -2.587 -1.207
C -4.639 0.736 -0.637
C 1.456 2.818 -1.338
C 3.233 0.650 -1.263
H -0.057 1.332 -1.643
O 4.006 -3.552 1.136
H -0.354 3.770 -1.978
H -5.171 -1.140 1.547
C 4.250 -0.715 1.322
O -3.266 -2.515 1.268
H -0.908 -2.727 -2.110
H -6.888 -0.753 1.328
H 3.196 4.024 -1.038
C 4.171 -0.525 -1.154
H -5.245 1.110 2.492
H 4.750 2.131 -0.964
C 1.874 0.449 -1.468
C 1.105 -2.737 1.188
C 2.953 2.486 2.238
S 3.546 -2.905 -0.057
O 3.934 1.609 1.969
H 3.245 3.486 2.491
H -5.223 -1.363 -0.810
H 1.500 -0.555 -1.593
H 5.212 -0.174 -1.156
C -0.270 -2.561 1.204
O 3.963 -3.397 -1.336
C 1.751 -2.878 -0.026
C 2.818 3.019 -1.157
C -5.634 -0.426 -0.444
N -2.556 -0.457 -0.039
H -3.302 -0.356 -1.954
H -5.017 1.454 -1.380
S -2.698 -2.120 0.011
C 3.695 1.951 -1.117
C -3.235 0.286 -1.076
C -5.874 -0.458 1.068
H 1.686 -2.770 2.096
C 1.055 -2.901 -1.221
H -2.732 -0.040 0.865
H 1.270 -0.224 1.601
C 1.737 1.888 2.135
H 4.182 -1.528 2.049
H -6.561 -0.217 -0.979
C -5.573 0.987 1.459
H 5.282 -0.340 1.318
C 0.501 3.972 -1.337
H -2.632 1.169 -1.308
C 0.998 1.516 -1.497
```

LUMO, eV: 0.070
SMILES string: Cc1ccc(CN(Cc2ccco2)S(=O)(=O)c2ccc(S(=O)(=O)NC[C@H]3CCCO3)cc2)cc1
Energy relative to the best compared isomer or geometry (same formula, charge and spin), kJ/mol: 10.06
HOMO level, eV: -8.350
Gap between HOMO and LUMO, eV: 8.4

=====

6 unconnected molecules or ions with the total composition C27H46BF15N5O13. Source: the OMol25 dataset; level of theory: the ωB97M-V functional and the def2-TZVPD basis.

Geometry as XYZ:
```
107
C27H46BF15N5O13 | the OMol25 dataset | the ωB97M-V functional and the def2-TZVPD basis
H 7.205 -4.869 -0.435
H 4.754 -4.218 1.278
C -4.071 5.359 -2.453
F -3.727 4.956 -1.222
O 0.695 -1.690 0.187
O 1.125 -7.480 -0.329
C -1.191 7.610 -2.992
H -4.230 -0.439 -1.453
H -3.987 2.906 -5.774
C 6.325 -1.915 0.466
O 7.449 -2.930 7.357
F 5.479 -4.305 9.503
H -2.440 2.679 -2.224
F -5.430 1.140 1.370
H 0.893 3.182 -2.782
H -2.979 3.729 5.591
H -4.157 0.934 6.000
O -5.730 1.862 4.012
H -0.582 9.542 -2.254
H -1.454 7.943 -3.997
H -2.105 -2.078 -0.045
F 3.446 -8.621 -2.254
H -2.598 1.874 -4.496
O -2.022 6.507 -2.586
H -5.247 4.953 -5.057
H -5.013 1.449 -6.253
H -6.605 5.224 -5.910
H -1.118 0.737 1.411
H 6.034 -2.001 3.750
H 5.881 -1.448 6.202
H -5.384 0.727 -4.077
H -3.163 0.252 -4.003
C 3.372 -7.913 -1.119
H -2.443 1.299 5.880
H -4.697 3.374 5.644
C 6.069 -2.783 4.503
C -3.279 1.353 -3.760
H -6.763 3.176 -4.621
C -4.807 1.700 -4.035
C 5.303 -4.826 0.556
C -0.674 0.514 -2.838
H 0.788 -4.878 0.266
N -1.668 -1.209 -0.372
C -4.532 1.968 1.915
F -5.393 5.532 -2.443
H 1.717 -3.726 -0.676
C -1.274 8.742 -1.988
C -2.263 -0.515 -1.335
F 7.473 -0.212 -0.717
F -3.318 1.462 1.611
C 5.391 -2.327 5.779
H 1.330 -1.544 0.907
H -0.169 7.230 -3.035
F 7.390 -5.144 8.990
N -5.785 4.616 -5.859
O -0.183 1.741 -3.340
H -5.275 2.355 -3.258
H -0.053 -3.700 -0.751
F 5.631 -5.768 7.929
H -3.702 1.570 -1.578
H -1.031 8.384 -0.985
C 6.257 -0.612 -0.324
C 0.857 -5.315 -1.852
C -3.410 1.711 6.176
F -3.829 4.311 -3.264
N -1.713 0.706 -1.784
C -2.817 1.617 -2.267
C 0.820 -4.345 -0.687
H -2.282 9.156 -1.945
C -4.899 2.299 -5.517
N -0.186 0.483 1.049
F -4.636 3.132 1.261
N -3.508 -1.071 -1.839
C -3.722 2.961 5.379
O -3.811 7.538 -3.467
O 5.340 -3.393 6.740
F 5.509 -0.726 -1.433
H -0.023 -5.962 -1.866
C 6.667 -4.233 0.268
F 5.732 0.388 0.392
H 0.863 -4.762 -2.793
F 3.548 -8.776 -0.118
H 0.076 1.209 0.372
H 7.275 -4.166 1.172
C -3.321 6.611 -2.896
C -6.204 3.217 -5.608
O 6.234 -2.005 1.657
H -0.978 -0.189 -3.664
O -3.647 2.697 3.966
C 6.241 -4.705 8.473
F 4.429 -7.086 -1.107
H -3.388 1.932 7.244
B -0.394 -0.786 0.314
C 2.051 -7.158 -1.012
H 0.216 0.010 -2.342
H -6.852 2.784 -6.413
H 4.702 -4.861 -0.354
C 6.452 -3.579 7.466
H 7.114 -3.042 4.684
C -4.734 2.144 3.417
H 5.581 -3.677 4.108
H 5.398 -5.836 0.955
O 2.061 -6.092 -1.826
H 4.358 -2.049 5.569
O 6.538 -2.945 -0.358
O 0.527 2.400 -2.328
H -3.699 -1.974 -1.394
```

LUMO, eV: -3.997
Net charge: +1
HOMO level, eV: -11.130
Gap between HOMO and LUMO, eV: 7.1

=====

A gas-phase ion, CH4NO (charge -1). Source: the OMol25 dataset; level of theory: the ωB97M-V functional and the def2-TZVPD basis.

Geometry as XYZ:
```
7
CH4NO | the OMol25 dataset | the ωB97M-V functional and the def2-TZVPD basis
H -1.287 -0.727 -0.097
C 0.501 0.095 0.314
H 0.948 -0.863 0.650
N -0.533 -0.387 -0.695
O 0.039 0.850 1.299
H 1.266 0.582 -0.348
H -0.934 0.449 -1.123
```

LUMO, eV: 5.396
SMILES string: NC[O-]
Net charge: -1
Energy relative to the best compared isomer or geometry (same formula, charge and spin), kJ/mol: 0.00
HOMO level, eV: -2.182
Gap between HOMO and LUMO, eV: 7.6

=====

A molecular structure, C27H46AlBr8N3NaO10P. Source: the OMol25 dataset; level of theory: the ωB97M-V functional and the def2-TZVPD basis.

Geometry as XYZ:
```
97
C27H46AlBr8N3NaO10P | the OMol25 dataset | the ωB97M-V functional and the def2-TZVPD basis
H 3.923 -2.774 -1.582
H 6.412 -2.495 -1.833
C -5.831 5.858 1.250
H 2.176 -3.314 -1.084
H -5.657 3.216 -2.226
O -3.095 2.795 0.772
C 4.522 -3.581 -1.989
C 0.269 -0.995 0.164
N 1.770 -4.160 -1.474
C 2.537 -5.014 -2.157
H -2.430 -7.864 -0.730
H 3.426 -0.410 2.345
C -0.160 -5.467 -1.715
H -2.639 -4.789 -0.929
C 1.924 -6.134 -2.675
N 4.648 -5.838 -2.883
O -2.513 -2.763 4.018
C 2.680 5.487 1.013
H -2.535 -6.316 -2.656
O -4.019 4.249 -1.726
O 1.429 -0.039 2.051
H -1.597 4.177 0.662
Br 0.192 6.797 -1.821
Al 1.166 1.276 4.183
C 2.274 -1.107 4.099
C -2.867 1.424 0.547
Br 4.309 4.127 -3.167
O -1.378 -3.420 5.801
H 1.180 -1.234 4.274
N -1.989 -7.032 -0.354
C 4.021 -4.807 -2.367
C 5.906 -3.403 -2.133
H -5.015 6.135 1.919
C 0.582 -6.387 -2.467
H 0.656 4.153 -1.426
H 2.530 -6.822 -3.249
H 2.599 -2.097 3.775
C 1.283 -1.227 1.297
O 0.175 4.948 -1.790
C -6.150 4.191 -0.419
C 1.951 2.534 -3.227
H 0.129 -7.291 -2.862
C 0.959 0.253 -2.884
H 2.798 -0.773 5.002
H -3.800 0.891 0.747
Br -2.955 0.533 5.015
C 0.470 -4.339 -1.248
H -2.379 5.330 -1.300
O -5.629 4.517 0.858
C -2.284 3.661 -0.019
Br -1.259 1.493 7.533
O -0.302 -2.314 4.142
C -5.134 3.487 -1.304
H -5.817 6.543 0.398
Br 2.360 3.727 0.376
H -2.099 1.050 1.236
Na 3.491 0.691 -4.676
H 7.646 -4.434 -2.767
H 0.584 -0.056 -0.338
H 1.862 5.749 1.670
C -0.250 -3.255 -0.447
O 0.295 -2.018 -0.830
H 2.491 2.191 -4.112
P -1.938 -5.903 -1.439
H 2.211 -1.611 0.847
H 2.682 0.911 3.369
H -3.030 -3.231 4.691
H -6.776 5.955 1.796
C -2.757 1.876 6.378
H -0.133 -3.516 0.617
H -6.532 5.077 -0.937
H -3.583 5.394 -0.049
C -3.092 4.715 -0.748
H 2.796 0.950 -2.023
Br -2.636 3.621 5.561
Br 2.534 6.552 -0.566
H 6.558 -6.484 -3.417
H 0.824 -0.592 -2.219
H 0.834 -1.983 1.965
C 5.947 -5.678 -3.026
H -0.726 -0.798 0.578
H -1.678 3.104 -0.739
H -2.573 1.215 -0.486
H 0.995 2.943 -3.570
H -1.325 -3.285 -0.647
H -0.027 0.585 -3.212
C 2.532 -0.130 2.911
O 1.042 1.813 -1.145
C 1.757 1.377 -2.207
C -1.290 -2.840 4.714
H -4.815 2.542 -0.861
H -6.991 3.504 -0.258
H -3.631 1.882 7.013
H 1.500 -0.122 -3.761
C 6.568 -4.500 -2.645
H 2.590 3.392 -2.787
Br 4.318 5.749 2.021
```

LUMO, eV: -2.855
HOMO level, eV: -5.838
Gap between HOMO and LUMO, eV: 3.0

=====

| no. | calculated total energy (eV) |
| --- | --- |
| 1 | -243315.8392 |
| 2 | -5691.5523 |
| 3 | -62276.6166 |
| 4 | -104245.7994 |
| 5 | -4638.9981 |
| 6 | -634318.3330 |